1.
ORCA calculation (the ωB97M-V functional and the def2-TZVPD basis) on CF2OS in the gas phase in a non-equilibrium geometry.

The SMILES is O=C(F)SF. The calculation puts the HOMO energy at -10.797 eV. The energy relative to the best compared isomer or geometry (same formula, charge and spin) comes out at 4.19 kJ/mol. The HOMO-LUMO gap is 10.2 eV. As for the LUMO energy: -0.553 eV. As for the spin multiplicity: 1.

CARTESIAN COORDINATES (ANGSTROEM)
C -0.511 0.491 0.163
O -0.886 1.540 0.531
F -1.257 -0.627 0.330
F 1.434 -1.506 -0.671
S 1.221 0.102 -0.352

Which charges does natural (NBO) predict for the atoms? In e, they are: 0.6838, -0.5010, -0.3261, -0.4490, 0.5924


2.
ORCA calculation (the ωB97M-V functional and the def2-TZVPD basis) on a molecular structure, C10H3BrIrN3O6S3 in a non-equilibrium geometry.

The calculation puts the HOMO energy at -0.705 eV. The energy relative to the best compared isomer or geometry (same formula, charge and spin) comes out at 71.90 kJ/mol. Its charge is -2. The HOMO-LUMO gap is 4.8 eV. As for the LUMO energy: 4.089 eV. As for the spin multiplicity: 1.

CARTESIAN COORDINATES (ANGSTROEM)
Ir 0.233 0.103 0.030
S -0.051 2.084 1.435
C 1.068 1.726 2.683
C 1.322 2.791 3.550
N 1.496 3.671 4.278
C 1.677 0.479 2.939
S 1.400 -0.975 2.080
C 2.540 0.371 4.028
N 3.249 0.273 4.935
Br 2.327 -1.291 -2.669
C 0.862 -2.348 -2.034
C 0.700 -3.602 -2.562
C -0.406 -4.378 -2.116
C -1.268 -3.811 -1.210
C -1.034 -2.529 -0.721
N 0.078 -1.795 -1.123
C -1.922 -1.857 0.233
O -2.969 -2.380 0.621
O -1.516 -0.680 0.619
H 1.394 -3.969 -3.300
H -0.551 -5.375 -2.504
H -2.150 -4.318 -0.845
O -0.023 1.540 -1.815
S 1.274 2.094 -1.359
O 2.134 2.491 -2.447
O 1.903 0.945 -0.553
O 1.065 3.202 -0.407

These are the natural (NBO) partial charges, in e, on atoms 1 to 5: 0.9870, 0.1303, -0.3114, 0.2987, -0.3859


3.
ORCA calculation (the ωB97M-V functional and the def2-TZVPD basis) on a molecular structure, C29H29N2O3PRuS2.

The calculation puts the HOMO energy (spin up / spin down) at -14.067 / -14.611 eV. The energy relative to the best compared isomer or geometry (same formula, charge and spin) comes out at 4.35 kJ/mol. Its charge is +2. The HOMO-LUMO gap (spin up / spin down) is 7.2 / 6.5 eV. As for the LUMO energy (spin up / spin down): -6.905 / -8.147 eV. As for the spin multiplicity: 5.

CARTESIAN COORDINATES (ANGSTROEM)
Ru -0.460 -0.256 -1.244
O 0.286 -2.453 -0.626
S 1.699 -1.998 -0.595
O 2.702 -2.898 -1.029
O 1.641 -0.694 -1.366
C 1.983 -1.481 1.065
C 3.231 -1.712 1.610
C 3.514 -1.255 2.895
C 2.552 -0.571 3.611
C 1.292 -0.349 3.059
C 0.983 -0.806 1.782
P -0.727 -0.571 1.182
C -1.391 0.888 1.990
C -1.958 0.795 3.264
C -2.416 1.936 3.901
C -2.315 3.172 3.276
C -1.756 3.270 2.009
C -1.295 2.131 1.368
C -1.684 -1.990 1.722
C -3.075 -1.890 1.838
C -3.816 -2.986 2.244
C -3.175 -4.182 2.542
C -1.795 -4.283 2.439
C -1.047 -3.192 2.028
H 3.967 -2.259 1.039
H 4.486 -1.439 3.330
H 2.766 -0.216 4.609
H 0.550 0.178 3.642
H -2.044 -0.161 3.761
H -2.854 1.860 4.886
H -2.679 4.059 3.775
H -1.688 4.229 1.518
H -0.877 2.232 0.367
H -3.583 -0.953 1.650
H -4.889 -2.902 2.340
H -3.755 -5.036 2.866
H -1.299 -5.212 2.679
H 0.026 -3.289 1.946
S 0.162 1.851 -2.321
C 1.902 1.901 -2.101
N 2.671 1.652 -3.141
C 4.135 1.689 -3.105
C 4.586 2.605 -1.980
C 3.868 2.241 -0.692
N 2.426 2.241 -0.938
H 2.201 1.371 -3.988
H 4.477 2.048 -4.075
H 4.504 0.670 -2.967
H 4.378 3.645 -2.237
H 5.662 2.508 -1.844
H 4.069 2.966 0.095
H 4.164 1.250 -0.337
H 1.787 2.427 -0.183
C -2.506 -0.774 -1.182
C -2.395 -0.321 -2.549
C -1.760 -1.162 -3.497
C -1.558 -0.717 -4.798
C -2.012 0.543 -5.163
C -2.650 1.383 -4.242
C -2.825 0.975 -2.942
H -2.529 -1.847 -1.000
H -3.118 -0.187 -0.502
H -1.472 -2.171 -3.208
H -1.080 -1.361 -5.523
H -1.881 0.882 -6.182
H -3.002 2.354 -4.559
H -3.305 1.619 -2.216

These are the natural (NBO) partial charges, in e, on atoms 1 to 5: 1.0749, -0.9678, 2.4128, -0.8676, -0.9912


4.
ORCA calculation (the ωB97M-V functional and the def2-TZVPD basis) on 3 unconnected molecules or ions with the total composition C14H16F16N3O5P2 in a non-equilibrium geometry.

The calculation puts the HOMO energy at -11.779 eV. Its charge is +1. The HOMO-LUMO gap is 6.1 eV. As for the LUMO energy: -5.715 eV. As for the spin multiplicity: 1.

CARTESIAN COORDINATES (ANGSTROEM)
N 0.705 -0.637 -3.859
P 0.945 -1.330 -2.421
C 2.075 -0.095 -1.481
C 1.419 0.666 -0.361
C 2.306 1.684 0.348
C 3.687 1.693 -0.268
P 4.963 2.922 0.406
O 5.971 3.290 -0.691
O 4.111 4.349 0.773
O 5.699 2.414 1.834
N 4.060 0.846 -1.295
N 3.373 -0.061 -1.963
H -0.313 -0.494 -3.988
H -0.309 -1.519 -1.725
H 1.613 -2.606 -2.564
H 0.338 0.484 -0.089
H 1.981 2.345 1.199
H 3.604 4.559 -0.051
H 5.219 2.912 2.546
H 5.051 0.929 -1.610
C -3.401 4.846 -1.258
C -4.214 4.280 -0.073
C -3.410 3.594 1.036
F -2.719 2.523 0.599
F -4.243 3.140 2.005
F -5.176 3.459 -0.554
F -4.869 5.333 0.493
O -3.312 4.043 -2.446
C -2.321 3.044 -2.498
C -2.913 1.631 -2.569
F -3.714 1.370 -1.517
F -1.928 0.695 -2.553
F -1.458 3.204 -1.473
F -1.610 3.281 -3.621
H -3.938 5.739 -1.589
H -2.420 5.216 -0.948
H -2.709 4.294 1.502
H -3.503 1.501 -3.479
C -1.038 -5.607 1.876
C -0.141 -5.728 3.127
C -0.016 -4.473 3.998
F 0.518 -3.429 3.336
F 0.800 -4.716 5.052
F 1.078 -6.181 2.751
F -0.681 -6.709 3.904
O -0.388 -5.352 0.618
C -0.085 -4.019 0.289
C 1.424 -3.766 0.191
F 2.057 -4.065 1.338
F 1.681 -2.447 -0.066
F -0.703 -3.187 1.146
F -0.652 -3.794 -0.921
H -1.492 -6.592 1.738
H -1.884 -4.934 2.036
H -0.991 -4.174 4.394
H 1.870 -4.369 -0.605

These are the natural (NBO) partial charges, in e, on atoms 1 to 5: -1.2422, 1.2280, -0.0819, -0.1116, -0.1562


5.
ORCA calculation (the ωB97M-V functional and the def2-TZVPD basis) on 2 unconnected molecules or ions with the total composition C27H57ClN3O4S in a non-equilibrium geometry.

The calculation puts the HOMO energy at -10.415 eV. Its charge is +1. The HOMO-LUMO gap is 8.0 eV. As for the LUMO energy: -2.442 eV. As for the spin multiplicity: 1.

CARTESIAN COORDINATES (ANGSTROEM)
C 4.588 -1.436 4.246
C 3.694 -2.307 3.311
C 3.715 -1.891 1.806
C 3.503 -0.371 1.518
C 2.009 0.098 1.532
C 1.386 0.304 2.946
C 2.080 1.384 3.828
C 1.525 2.849 3.592
C 2.601 3.741 2.855
C 2.067 4.454 1.570
N 2.073 3.535 0.409
N 2.996 3.856 -0.604
C 4.100 2.887 -0.697
C 5.341 3.240 0.186
C 6.671 2.607 -0.358
C 6.712 1.058 -0.105
C 0.763 3.314 -0.093
O 0.027 2.594 0.550
O 0.280 3.908 -1.241
C 0.351 3.005 -2.349
C -0.727 1.875 -2.304
C 0.044 0.509 -2.176
C -0.913 -0.705 -2.019
S 0.097 -2.241 -2.157
O -0.167 -3.128 -1.053
O 1.484 -1.871 -2.147
Cl -0.277 -3.174 -3.964
H 4.328 -1.713 5.292
H 5.666 -1.634 4.074
H 4.439 -0.347 4.136
H 4.124 -3.337 3.352
H 2.674 -2.398 3.734
H 4.705 -2.166 1.378
H 2.949 -2.471 1.242
H 3.865 -0.203 0.476
H 4.097 0.306 2.162
H 1.974 1.053 0.961
H 1.403 -0.628 0.936
H 1.415 -0.684 3.458
H 0.314 0.574 2.809
H 1.810 1.148 4.885
H 3.185 1.364 3.793
H 1.407 3.301 4.602
H 0.540 2.843 3.091
H 2.997 4.497 3.564
H 3.416 3.062 2.524
H 1.000 4.703 1.778
H 2.582 5.421 1.411
H 3.422 4.772 -0.486
H 4.466 2.792 -1.746
H 3.764 1.878 -0.378
H 5.524 4.332 0.285
H 5.242 2.848 1.224
H 7.525 3.022 0.221
H 6.825 2.851 -1.429
H 6.005 0.563 -0.802
H 6.413 0.804 0.933
H 7.732 0.656 -0.255
H 0.167 3.617 -3.257
H 1.356 2.550 -2.481
H -1.428 1.883 -3.163
H -1.361 1.942 -1.392
H 0.645 0.370 -3.100
H 0.756 0.596 -1.332
H -1.406 -0.707 -1.024
H -1.660 -0.692 -2.801
C -3.346 -1.861 -2.386
C -4.227 -2.200 -1.179
C -5.256 -3.304 -1.411
N -6.596 -2.846 -1.965
C -6.443 -2.105 -3.257
C -7.473 -4.082 -2.197
C -8.214 -4.273 -0.892
C -8.560 -2.850 -0.490
C -7.367 -2.008 -0.936
H -3.867 -1.255 -3.131
H -2.445 -1.263 -2.054
H -2.980 -2.768 -2.875
H -4.684 -1.288 -0.786
H -3.554 -2.565 -0.398
H -5.483 -3.791 -0.462
H -4.868 -4.060 -2.095
H -5.810 -2.690 -3.921
H -6.013 -1.129 -3.050
H -7.429 -1.966 -3.697
H -8.169 -3.854 -3.004
H -6.846 -4.925 -2.481
H -7.572 -4.744 -0.145
H -9.100 -4.896 -1.010
H -8.747 -2.757 0.578
H -9.462 -2.517 -1.007
H -6.706 -1.782 -0.103
H -7.685 -1.081 -1.408

These are the Mulliken partial charges, in e, on atoms 1 to 5: -1.0256, -0.5027, -1.0225, 0.1070, 1.6508


6.
ORCA calculation (the ωB97M-V functional and the def2-TZVPD basis) on 2 unconnected molecules or ions with the total composition C9H12N3 in a non-equilibrium geometry.

The calculation puts the HOMO energy (spin up / spin down) at -11.522 / -14.803 eV. The energy relative to the best compared isomer or geometry (same formula, charge and spin) comes out at 289.17 kJ/mol. Its charge is +1. The HOMO-LUMO gap (spin up / spin down) is 6.8 / 7.8 eV. As for the LUMO energy (spin up / spin down): -4.722 / -6.965 eV. As for the spin multiplicity: 3.

CARTESIAN COORDINATES (ANGSTROEM)
C -0.767 2.875 -2.204
C 1.168 -0.670 0.680
C 1.135 0.623 1.422
C 0.180 -0.916 -0.230
C -0.485 1.316 0.033
C 2.034 0.965 2.490
C 0.271 -2.155 -1.088
C -1.669 -0.149 -1.523
C -1.497 3.060 -1.001
N -0.177 2.683 -3.167
N 0.318 1.560 1.006
N -0.749 0.094 -0.430
H 1.864 -1.450 0.762
H 2.882 0.240 2.659
H 2.416 2.018 2.401
H 1.421 0.928 3.357
H -0.534 -2.666 -1.615
H 1.004 -1.862 -1.728
H 0.695 -2.845 -0.423
H -1.179 0.026 -2.513
H -2.100 -1.064 -1.543
H -2.557 0.522 -1.531
H -1.004 3.557 -0.211
H -2.621 2.921 -0.958

These are the natural (NBO) partial charges, in e, on atoms 1 to 5: 0.1759, -0.2812, 0.3858, 0.3223, 0.6401